No. 1
This record from the OMol25 dataset describes C19H38N3S2Se2Si2Ti as an isolated structure. The level of theory is wB97M-V/def2-TZVPD.

Cartesian coordinates (Å):
Ti -0.24399 -0.33476 0.62867
C 2.37025 -3.09975 0.36226
Se 0.46581 -2.84151 0.70184
C 0.82061 -3.33569 4.39170
C 0.47131 -2.20631 4.98503
Se -2.27910 -1.41760 2.26917
C -3.66142 -0.07359 2.20013
H 2.59028 -4.15972 0.46911
H 2.98257 -2.54985 1.06960
H 2.62827 -2.78556 -0.64699
H 1.78046 -3.45055 3.90413
H 0.15870 -4.19192 4.36606
H 1.12694 -1.34430 5.00264
H -0.49242 -2.09161 5.46600
H -4.58803 -0.44454 2.62753
H -3.78145 0.24914 1.16617
H -3.29824 0.77683 2.77770
C -2.12408 2.86394 -0.62366
Si -0.24566 2.98746 -0.61576
C 0.22245 4.26300 -1.92882
C 0.31492 3.84051 0.96381
C 0.54007 1.29846 -0.80403
C 1.80786 1.18879 -0.04581
C 2.95565 1.99408 -0.13501
C 4.02108 1.75923 0.70573
C 3.96297 0.73241 1.64948
C 2.81427 -0.02518 1.69770
N 1.79852 0.20018 0.86241
Si 0.79650 0.78652 -2.58778
C -0.71835 1.08702 -3.65987
C 2.18353 1.73688 -3.44407
C 1.33150 -1.01200 -2.72043
H -2.57811 3.74379 -1.08515
H -2.50571 2.78781 0.39851
H -2.47481 1.98606 -1.16870
H -0.23840 5.21670 -1.65638
H -0.09806 4.02502 -2.94332
H 1.30380 4.42192 -1.95350
H -0.29885 4.73694 1.09405
H 1.35339 4.16945 0.88154
H 0.22308 3.23878 1.86546
H 2.97560 2.79971 -0.85672
H 4.90356 2.38408 0.64235
H 4.77575 0.53504 2.33286
H 2.66133 -0.81910 2.41903
H -0.90140 2.15130 -3.81784
H -1.63791 0.64551 -3.28383
H -0.52467 0.64382 -4.64134
H 1.96806 2.79722 -3.57611
H 2.34640 1.30615 -4.43628
H 3.12687 1.64434 -2.90096
H 0.79952 -1.68932 -2.04966
H 2.40160 -1.09783 -2.50831
H 1.17432 -1.35896 -3.74528
C -2.86496 -4.69594 -0.28139
N -2.29317 -3.44203 -0.72650
C -2.97114 -2.31554 -0.84492
N -4.31029 -2.34909 -0.74175
S -2.20992 -0.81372 -1.19442
H -2.04894 -5.39861 -0.13674
H -3.54799 -5.10545 -1.02779
H -3.38537 -4.58483 0.67506
H -1.27769 -3.32455 -0.63337
H -4.80357 -3.16850 -0.43089
H -4.79381 -1.46911 -0.77744
S -0.45344 1.26346 3.76277
C -0.50682 0.73546 2.29233

The calculation puts the relative energy (zero: lowest compared OMol25 entry of this formula, charge and spin) at 58.3 kJ/mol. The spin multiplicity is 4. Its total charge is 0. As for the expectation value of S²: 3.77. The HOMO-LUMO gap (spin up / spin down) comes out at 6.75 / 5.37 eV.

Löwdin atomic charge list, values in e, 4 entries: 0.220, -0.483, 0.550, -0.099

No. 2
This record from the OMol25 dataset describes C19H38NO25Tl as an isolated structure. The level of theory is wB97M-V/def2-TZVPD.

Cartesian coordinates (Å):
Tl -0.06096 -0.49633 -0.24645
N 2.24390 -0.65773 -3.02357
O 2.32013 0.23928 -2.13800
O 1.38854 -1.49672 -2.87315
O 2.77585 -0.44314 -4.10322
O -1.82510 1.18166 1.10489
H -2.68514 1.56788 1.36119
O 1.81647 -5.10998 -0.13553
C 1.24558 -3.85716 -0.10275
O 1.95395 -2.86629 -0.09966
O 0.03913 -3.71747 -0.10111
H 2.65505 -4.71028 0.10657
C 2.66716 1.49379 3.43535
O 3.78809 0.85809 2.81528
C 3.62805 0.12526 1.75925
O 2.56581 -0.24317 1.26243
O 4.83966 -0.04573 1.28005
C 5.02385 -0.71465 0.04435
H 2.17506 1.99360 2.60100
H 3.09098 2.33538 3.98325
H 1.94305 0.86726 3.95614
H 4.20029 -1.21425 -0.46577
H 5.76600 -1.51141 0.09443
H 5.43181 -0.07838 -0.74104
C -4.91401 0.58227 0.49012
O -4.56937 -0.32220 1.56560
C -3.64816 -1.33439 1.54527
O -2.86590 -1.50987 0.56625
O -3.77082 -2.09835 2.63030
C -3.03683 -3.35676 2.72347
H -5.23505 -0.05161 -0.33646
H -4.07880 1.16640 0.10371
H -5.72971 1.23816 0.79434
H -3.70411 -4.13412 3.09571
H -2.19974 -3.33494 3.42126
H -2.78497 -3.65681 1.70630
C 1.94741 -3.14163 3.68634
O 1.08183 -2.21759 4.39781
C 0.21131 -1.41885 3.81669
O -0.16585 -1.49455 2.63626
O -0.26181 -0.48013 4.67400
C -1.26359 0.48408 4.19766
H 1.99641 -4.11019 4.18391
H 2.90686 -2.62551 3.72083
H 1.75488 -3.35145 2.63421
H -1.95855 0.06806 3.46824
H -0.75944 1.31199 3.69916
H -1.92802 0.73736 5.02378
C 1.07333 2.44536 -4.65131
O 0.01269 3.17377 -3.99749
C -0.60789 2.72543 -2.91367
O -0.58947 1.55592 -2.47522
O -1.39436 3.72376 -2.36607
C -2.04940 3.47004 -1.21090
H 1.82354 1.96030 -4.02681
H 1.60373 3.05134 -5.38586
H 0.59947 1.64185 -5.21515
H -2.22218 2.39680 -1.13091
H -2.97869 3.97324 -0.94381
H -1.40051 3.82361 -0.40963
C -0.98787 -4.08891 -2.95448
O -2.06628 -3.37502 -3.54093
C -2.23937 -2.15370 -3.24933
O -1.73553 -1.45746 -2.39299
O -3.24650 -1.69400 -4.05943
C -3.45444 -0.33044 -4.29153
H -1.39667 -4.49866 -2.03086
H -0.12360 -3.48122 -2.68642
H -0.69287 -4.90807 -3.61027
H -2.71022 0.15158 -4.92548
H -3.45882 0.19580 -3.33699
H -4.40737 -0.21819 -4.80865
C 3.04350 3.40628 -1.75822
O 2.42816 4.08891 -0.59772
C 1.54630 3.40437 0.17230
O 1.16754 2.21538 0.01593
O 1.06929 4.21285 1.16668
C 0.12595 3.75209 2.15627
H 2.25173 3.15549 -2.46412
H 3.47748 2.43811 -1.50841
H 3.89194 3.96561 -2.15244
H 0.01607 2.68597 2.35485
H -0.88661 4.05495 1.88962
H 0.50677 4.08795 3.12078

Its total charge is 0. The HOMO-LUMO gap comes out at 3.39 eV.

Löwdin atomic charge list, values in e, 4 entries: 1.338, -0.587, -0.011, 0.006

No. 3
This record from the OMol25 dataset describes one molecule with the formula C19H38O. The level of theory is wB97M-V/def2-TZVPD.

Cartesian coordinates (Å):
C 1.75203 3.07401 -2.46782
C 2.12344 1.62573 -2.60080
C 2.56791 0.92325 -1.56498
C 2.72366 1.45406 -0.16856
O 2.94845 0.44291 0.78633
C 1.94434 1.00090 -3.95526
C 0.46732 0.93892 -4.37747
C -0.46891 0.34096 -3.31904
C -1.91976 0.53967 -3.75400
C -0.16887 -1.14059 -3.07023
C -0.82276 -1.72047 -1.81342
C -0.40684 -0.98517 -0.53781
C -0.61744 -1.79861 0.74657
C 0.46770 -2.86406 0.88641
C -0.60734 -0.84827 1.95051
C -0.89757 -1.53638 3.28312
C -1.03346 -0.54485 4.44144
C -2.33865 0.26022 4.45622
C -2.21747 1.42404 5.43891
C -3.53235 -0.61282 4.83637
H 0.83769 3.18467 -1.88482
H 1.59404 3.52584 -3.44303
H 2.53709 3.62456 -1.95153
H 2.84223 -0.11623 -1.69078
H 1.80687 1.95710 0.15415
H 3.54012 2.19709 -0.13699
H 3.72473 -0.06325 0.52238
H 2.48749 1.58923 -4.70064
H 2.37244 -0.00226 -3.95520
H 0.39184 0.35831 -5.29994
H 0.12343 1.95172 -4.59843
H -0.30728 0.88809 -2.38743
H -2.60497 0.16438 -2.99898
H -2.13278 1.59566 -3.90799
H -2.11336 0.01245 -4.68641
H -0.49133 -1.71842 -3.94080
H 0.90898 -1.27018 -2.96966
H -0.52898 -2.77000 -1.74373
H -1.91018 -1.70060 -1.90726
H -0.98131 -0.05984 -0.46226
H 0.64688 -0.71136 -0.60002
H -1.59659 -2.29024 0.69560
H 1.42607 -2.38800 1.08298
H 0.55549 -3.45214 -0.02406
H 0.24426 -3.54654 1.70208
H -1.35919 -0.07437 1.78130
H 0.36763 -0.35774 2.00080
H -1.80754 -2.13280 3.19323
H -0.07940 -2.21859 3.51888
H -0.19053 0.14896 4.39547
H -0.95810 -1.08943 5.38634
H -2.51487 0.67349 3.45799
H -3.13816 2.00331 5.46346
H -2.02027 1.05218 6.44252
H -1.40352 2.08668 5.15300
H -3.66497 -1.42768 4.12956
H -3.38907 -1.03780 5.82808
H -4.44642 -0.02253 4.84576

The calculation puts the relative energy (zero: lowest compared OMol25 entry of this formula, charge and spin) at 6.9 kJ/mol. Its SMILES is C/C(=C\CO)CC[C@@H](C)CCC[C@@H](C)CCCC(C)C. Its total charge is 0. The HOMO-LUMO gap comes out at 9.79 eV.

Löwdin atomic charge list, values in e, 4 entries: -0.040, -0.317, -0.070, -0.269